{"formula": "C6H38O14", "method": "the ωB97M-V functional and the def2-TZVPD basis", "gap_ev": 9.06, "homo_energy_ev": -9.017, "e_above_lowest_kj_mol": 258.1, "symbols": ["C", "C", "C", "C", "C", "C", "H", "H", "H", "H", "H", "H", "H", "H", "H", "H", "H", "H", "O", "H", "H", "O", "H", "H", "O", "H", "H", "O", "H", "H", "O", "H", "H", "O", "H", "H", "O", "H", "H", "O", "H", "H", "O", "H", "H", "O", "H", "H", "O", "H", "H", "O", "H", "H", "O", "H", "H", "O"], "coordinates": [[0.2960, 0.0818, -1.3673], [-1.1955, 0.0756, -1.2039], [-1.7283, 1.2863, -0.9623], [-2.1317, -1.0844, -1.2844], [-2.6629, -1.2388, 0.1627], [-3.8831, -1.2526, 0.6349], [0.5740, -0.5469, -2.1814], [0.7364, -0.3561, -0.4206], [0.8104, 1.0114, -1.5142], [-1.0359, 2.1081, -0.7768], [-2.7948, 1.4502, -0.7538], [-2.9421, -0.9660, -2.0066], [-1.6854, -2.0242, -1.5394], [-1.7786, -1.3775, 0.8274], [-4.7082, -0.9471, -0.0063], [-4.3176, -1.4324, 1.4710], [3.0797, 1.7728, 0.7042], [3.5278, 2.9577, 1.5603], [2.8849, 2.6314, 0.9824], [2.0916, 3.2374, -0.6718], [1.4239, 4.4239, -1.2443], [1.4714, 3.4640, -1.3125], [-2.7585, 1.9414, 1.4475], [-3.6881, 1.3077, 2.5051], [-2.8292, 1.6088, 2.4011], [1.1703, -2.8881, 0.3797], [1.7654, -2.5555, -1.1163], [1.8878, -2.4884, -0.2028], [-0.1180, -1.9218, 2.0089], [-0.6131, -3.2526, 1.6019], [0.1837, -2.8130, 1.7775], [1.0316, -3.3427, -3.5821], [1.9074, -2.0836, -3.2670], [1.4947, -2.9910, -2.8490], [-3.1393, 1.5556, -3.2181], [-3.5444, 2.9080, -2.8446], [-3.8723, 2.0146, -2.8320], [3.2900, -0.3117, 1.5325], [2.7176, -0.9565, 0.2498], [3.2818, -0.2305, 0.5896], [2.5846, 2.6471, -4.0620], [1.6778, 2.4293, -2.8389], [2.1866, 1.9963, -3.5087], [1.5842, 0.0840, 3.8992], [2.0606, -1.3694, 3.6819], [2.3380, -0.4442, 3.6544], [0.8960, 2.5053, 3.1966], [1.5456, 1.5038, 2.0236], [0.9536, 1.6251, 2.7559], [-1.8545, -3.4613, 3.6475], [-1.7753, -1.9015, 4.0375], [-2.1625, -2.7254, 4.3153], [2.2204, 0.1853, -3.4765], [3.4467, -0.7129, -3.9180], [2.5302, -0.6894, -3.9502], [-0.2116, 0.2606, 2.4055], [-1.4997, -0.1660, 2.0539], [-0.7199, -0.5419, 2.4040]], "atomic_forces_ev_per_a": [[0.26, -1.89, 1.65], [-0.13, 2.98, -0.70], [-0.01, -0.23, 0.94], [-1.05, -0.17, 1.50], [2.18, -0.86, -0.13], [0.29, 1.79, -6.08], [0.34, -0.80, -0.49], [-0.29, 0.18, -1.15], [-0.52, 0.81, 0.07], [-0.30, 0.09, -0.30], [0.50, -0.17, -0.27], [-0.02, 0.40, 0.09], [0.70, -0.50, -0.12], [-1.11, -0.38, -0.65], [0.17, -0.24, -0.82], [-1.35, -1.27, 6.23], [1.09, -2.85, -0.75], [1.67, 0.45, 1.22], [-2.40, 2.03, -0.82], [1.92, -0.90, 2.20], [-0.18, -0.08, -0.17], [-1.94, 1.14, -1.87], [-0.26, -0.79, 1.99], [-2.66, -0.91, 0.19], [3.02, 1.62, -2.25], [0.94, 0.79, -1.14], [-0.89, -0.83, -2.19], [0.33, 0.17, 3.43], [0.15, 0.62, 0.06], [-1.69, -1.30, -0.45], [1.58, -0.28, 0.36], [-0.80, -0.74, -1.03], [-1.02, -2.41, 1.08], [1.85, 3.25, -0.43], [0.62, -0.79, -0.27], [-0.08, 0.73, 0.13], [-0.75, 0.15, -0.05], [-0.09, -0.42, 1.08], [0.06, -0.33, 0.18], [-0.04, 0.87, -0.95], [0.34, 0.69, -0.48], [-0.37, 0.98, 0.84], [0.05, -1.63, -0.34], [-0.46, 0.32, -0.01], [-0.01, 0.18, 0.06], [0.79, -0.85, -0.17], [0.57, -1.01, -1.36], [0.80, 1.10, -0.33], [-1.76, 0.23, 1.76], [-0.74, 2.52, 2.02], [0.50, 0.40, -0.49], [0.28, -2.86, -1.53], [1.17, -1.87, -1.54], [2.69, 0.13, 0.21], [-3.68, 1.66, 1.13], [1.38, 0.97, 0.57], [-2.14, 0.43, -0.48], [0.54, -0.33, 0.83]]}

{"formula": "C6H38O15", "method": "the ωB97M-V functional and the def2-TZVPD basis", "gap_ev": 8.34, "homo_energy_ev": -8.672, "e_above_lowest_kj_mol": 154.4, "symbols": ["C", "C", "C", "C", "O", "C", "C", "H", "H", "H", "H", "H", "H", "H", "H", "H", "H", "H", "H", "O", "H", "H", "O", "H", "H", "O", "H", "H", "O", "H", "H", "O", "H", "H", "O", "H", "H", "O", "H", "H", "O", "H", "H", "O", "H", "H", "O", "H", "H", "O", "H", "H", "O", "H", "H", "O", "H", "H", "O"], "coordinates": [[4.7241, -2.0460, 1.3551], [3.7675, -2.6365, 0.2897], [0.0813, -4.5275, 2.2071], [0.1977, -3.8786, 1.0436], [-0.9579, -3.6527, 0.3481], [1.4661, -3.6746, 0.3140], [2.4230, -2.9348, 0.8688], [4.9367, -2.7538, 2.1585], [5.6674, -1.7356, 0.9142], [4.1632, -1.2223, 1.7924], [4.2301, -3.4546, -0.2631], [3.7510, -1.8329, -0.4592], [-0.8869, -4.9179, 2.4787], [0.9241, -4.8805, 2.7827], [-0.7364, -3.1019, -0.4213], [1.5552, -4.1660, -0.6476], [2.2035, -2.3827, 1.7765], [-1.6880, -1.5829, -4.7614], [-0.3599, -0.6707, -4.8077], [-0.7347, -1.5436, -4.6401], [-0.5290, -1.3433, 3.3187], [0.4335, -2.5283, 3.3720], [0.4133, -1.5615, 3.3011], [-1.6466, 3.8585, -2.7192], [-1.1051, 2.3838, -2.6053], [-1.8549, 2.9622, -2.4501], [-4.4612, 0.2318, 1.9209], [-4.8158, 1.2440, 2.8895], [-4.7378, 0.2799, 2.8539], [-0.8144, -1.9422, -2.7992], [-0.5605, -1.0439, -1.5342], [-0.9335, -1.8773, -1.8362], [-2.2268, -1.3282, 0.9314], [-3.0769, -1.9886, -0.0460], [-3.1096, -1.2236, 0.5482], [-1.9734, 3.6466, -0.7655], [-2.8364, 3.4471, 0.5426], [-2.2695, 4.0586, 0.0616], [0.6442, 4.8706, 0.1847], [-0.7588, 4.3542, 0.8131], [0.1548, 4.6797, 0.9824], [-1.0279, 2.2696, -5.1399], [0.3261, 1.8659, -4.7346], [-0.5024, 1.4651, -5.0375], [0.2320, -0.8000, 1.5170], [0.1528, 0.6810, 1.5638], [-0.2900, -0.0665, 1.1423], [0.8142, 1.4759, 4.2642], [0.1677, 2.8479, 3.7619], [0.9074, 2.2416, 3.6921], [1.1640, 3.1378, -2.1032], [0.9137, 4.0133, -3.4924], [0.7945, 3.1998, -2.9943], [2.7462, 3.6430, -0.9705], [1.9820, 3.5642, 0.4350], [1.9849, 3.3020, -0.4949], [-3.4099, 0.5782, -0.4802], [-2.3485, 1.5903, -0.2166], [-3.2698, 1.4068, -0.0058]], "atomic_forces_ev_per_a": [[-0.68, -0.78, -0.07], [1.18, 0.71, -0.13], [0.19, -0.21, 0.04], [-0.58, -1.40, -0.31], [0.52, 0.38, 0.00], [-0.05, 0.65, 0.99], [0.17, 0.22, -0.81], [0.01, -0.05, -0.03], [-0.03, 0.23, 0.04], [0.44, 0.35, 0.14], [-0.18, -0.36, 0.25], [-0.65, -0.09, -0.05], [-0.24, 0.34, 0.26], [0.18, 0.10, -0.21], [-0.29, 0.10, -0.39], [0.09, 0.00, -0.03], [-0.09, -0.21, 0.16], [0.17, 0.67, -0.28], [-0.81, 0.24, -0.17], [0.47, -0.89, 0.39], [0.11, -0.02, 0.08], [-0.05, 0.05, -0.13], [-0.11, -0.03, 0.26], [0.47, -0.15, -0.26], [0.40, 0.45, -0.36], [-1.10, -0.23, 0.44], [0.15, -0.72, 0.24], [-0.17, -0.13, 0.58], [0.15, 0.82, -0.85], [0.23, 0.32, -0.01], [0.03, 0.08, -0.11], [-0.13, -0.36, 0.39], [-0.04, 0.65, 0.27], [-0.46, 0.09, -0.02], [0.40, -0.98, -0.38], [-0.56, -0.42, 0.03], [-0.15, -0.19, -0.44], [0.25, 0.57, 0.53], [-0.66, -0.02, -0.42], [0.42, 0.40, -0.63], [0.30, 0.00, 1.24], [-0.43, -0.40, -0.09], [0.11, -0.38, 0.19], [0.37, 0.62, 0.02], [-0.22, 0.04, -0.12], [-0.20, 0.31, -0.04], [0.43, -0.19, -0.07], [-0.45, 0.22, 0.15], [-0.20, -0.26, 0.31], [0.66, -0.06, -0.62], [0.18, 0.81, 0.17], [0.47, 0.13, 0.83], [-0.37, -0.86, -1.11], [0.38, 0.11, 0.60], [0.07, 0.01, -0.04], [-0.06, -0.32, -0.66], [-0.16, -0.22, 0.41], [0.05, -0.03, 0.15], [0.06, 0.33, -0.30]]}

{"formula": "C6H38O22", "method": "the ωB97M-V functional and the def2-TZVPD basis", "gap_ev": 3.53, "homo_energy_ev": -0.323, "e_above_lowest_kj_mol": 723.6, "total_charge": -2, "symbols": ["C", "C", "C", "O", "C", "C", "C", "O", "O", "O", "H", "H", "O", "H", "H", "O", "H", "H", "O", "H", "H", "O", "H", "H", "O", "H", "H", "O", "H", "H", "O", "H", "H", "O", "H", "H", "O", "H", "H", "O", "H", "H", "O", "H", "H", "O", "H", "H", "O", "H", "H", "O", "H", "H", "O", "H", "H", "O", "H", "H", "O", "H", "H", "O", "H", "H"], "coordinates": [[1.2836, 0.0502, -0.6707], [0.5044, 1.0847, -1.1645], [-0.9452, 1.2458, -0.8329], [-1.7199, 2.0153, -1.5639], [-1.6412, 0.4825, 0.0197], [-0.8758, -0.5496, 0.7067], [0.6553, -0.7709, 0.3589], [1.2598, -1.6159, 0.9837], [-1.4846, -1.2897, 1.4846], [1.2000, 1.7307, -2.0665], [2.2350, -0.1897, -1.1222], [-2.7112, 0.4470, 0.1619], [2.5454, -7.3860, 2.5834], [2.3140, -6.4601, 2.6567], [2.3278, -7.6170, 1.6804], [6.7543, 4.1239, -0.9391], [7.0194, 3.6660, -0.1414], [5.8570, 3.8307, -1.0972], [-3.6837, 0.5542, 6.2150], [-4.5550, 0.2855, 6.5062], [-3.5143, 0.0194, 5.4394], [1.2909, 5.2600, -8.2159], [1.6981, 4.4472, -8.5157], [1.4084, 5.2510, -7.2660], [-3.8480, -5.9164, 4.9969], [-3.1489, -6.5468, 5.1702], [-3.4566, -5.2833, 4.3951], [-8.1635, 3.1187, -1.9141], [-7.2338, 3.3414, -1.9616], [-8.4083, 3.3023, -1.0071], [7.9104, -3.0990, -4.4395], [7.9544, -3.6611, -3.6661], [8.7498, -3.2309, -4.8802], [-8.3824, -0.6734, 5.3823], [-8.9628, -1.4119, 5.5670], [-8.2253, -0.7217, 4.4393], [5.0563, -0.3413, 4.6820], [5.9891, -0.5260, 4.5723], [4.6222, -0.9152, 4.0508], [3.1976, -5.9447, -1.8215], [3.3701, -5.2623, -1.1727], [2.2712, -5.8405, -2.0388], [7.2502, 2.4380, -5.6995], [6.9884, 1.5458, -5.9269], [7.1618, 2.4787, -4.7472], [-0.1074, -3.6655, 7.3533], [-1.0081, -3.3441, 7.3129], [0.1768, -3.6989, 6.4399], [-4.4674, 8.6563, -2.9909], [-4.6107, 8.8688, -2.0686], [-4.3036, 7.7133, -2.9971], [4.4482, -4.3447, 7.8466], [4.3954, -4.1343, 6.9143], [3.5996, -4.0791, 8.2009], [-7.5778, -2.4747, 0.5393], [-8.3218, -1.8726, 0.5299], [-6.8085, -1.9054, 0.5529], [-3.6489, 4.3250, -7.2370], [-3.4855, 4.0470, -6.3357], [-2.8181, 4.1758, -7.6884], [-1.5388, 6.5497, 1.4745], [-2.1760, 7.2419, 1.6509], [-1.8345, 6.1546, 0.6544], [4.0068, -1.2330, -6.8318], [3.5918, -0.6496, -6.1965], [4.5745, -1.7960, -6.3056]], "atomic_forces_ev_per_a": [[-3.07, -1.75, 2.69], [4.45, 0.43, -3.08], [-3.68, 3.30, -3.81], [2.24, 0.01, 0.37], [2.54, -3.27, 2.89], [-1.74, 1.23, -0.76], [0.39, 1.76, -1.45], [0.85, -2.02, 1.35], [0.68, -1.08, 0.74], [-2.78, 0.78, 0.97], [0.09, 0.10, 0.31], [0.04, 0.42, -0.20], [0.11, -0.24, 0.21], [-0.08, 0.30, 0.01], [-0.04, -0.02, -0.25], [0.29, 0.17, -0.15], [0.01, -0.11, 0.19], [-0.36, -0.08, -0.06], [0.07, 0.13, 0.27], [-0.23, -0.05, 0.04], [0.17, -0.08, -0.35], [-0.10, 0.20, -0.24], [0.09, -0.21, -0.04], [-0.01, -0.01, 0.31], [-0.24, -0.07, 0.17], [0.17, -0.14, 0.04], [0.08, 0.25, -0.23], [-0.28, -0.01, -0.15], [0.33, -0.03, -0.06], [-0.03, 0.02, 0.21], [-0.12, 0.13, -0.12], [-0.10, -0.12, 0.24], [0.19, 0.00, -0.14], [0.00, 0.19, 0.20], [-0.10, -0.20, 0.06], [0.14, 0.00, -0.26], [0.06, 0.09, 0.29], [0.21, -0.01, -0.04], [-0.30, -0.06, -0.28], [0.20, -0.36, -0.06], [0.00, 0.29, 0.16], [-0.24, 0.13, -0.06], [0.19, 0.16, -0.21], [-0.13, -0.22, -0.07], [-0.07, 0.07, 0.28], [0.16, -0.19, 0.28], [-0.22, 0.14, -0.02], [0.08, 0.07, -0.29], [-0.08, 0.23, -0.15], [-0.01, 0.05, 0.21], [0.10, -0.29, -0.07], [0.24, -0.16, 0.16], [0.00, 0.09, -0.24], [-0.26, 0.09, 0.09], [-0.18, -0.25, 0.11], [-0.16, 0.14, -0.07], [0.37, 0.12, -0.05], [-0.27, 0.13, -0.19], [0.06, -0.12, 0.30], [0.23, -0.03, -0.08], [0.12, 0.18, 0.20], [-0.13, 0.14, 0.07], [0.04, -0.35, -0.26], [0.09, 0.00, -0.35], [-0.22, 0.17, 0.22], [0.12, -0.17, 0.17]]}

> Number 2 is which compound?

C6H38O15